[1]
22
Properties=species:S:1:pos:R:3:forces:R:3 method="wB97M-V/def2-TZVPD" relative_energy_kcal_mol=116.6 charge=0 e_lumo_ev="0.681 / 0.682" largest_force_ev_per_a=5.52 e_homo_ev="-7.29 / -7.29"
C 0.623312 -1.867418 0.987707 0.671 1.809 -1.522
C 0.618526 -1.999214 -0.561264 -1.899 -0.306 1.142
C -0.179295 0.411399 1.241116 0.241 2.036 -2.218
C 0.014170 0.512970 -1.259549 2.879 0.475 4.683
C -1.337396 1.336805 1.604695 -2.157 -0.933 1.911
C 0.213393 1.918609 -1.662970 -0.074 -0.993 -2.064
N -0.322835 -0.934761 1.520104 -2.001 0.268 -0.296
O 1.579476 -0.880129 -2.729870 0.952 -0.257 -0.282
S 1.460712 -0.570239 -1.278879 -2.173 0.383 -1.436
H 0.629940 -2.785736 1.500740 -0.411 -1.188 0.534
H 1.588438 -1.419048 1.128027 0.783 0.082 0.721
H 1.086127 -2.950857 -0.683285 1.124 -0.318 -0.873
H -0.401034 -2.166597 -1.007816 0.798 0.573 0.352
H 0.756784 0.984617 1.441491 -0.298 -1.406 -0.109
H -0.866138 0.082572 -1.533038 -2.258 -1.588 -0.853
H -1.611211 1.047791 2.724397 0.018 -0.008 -2.162
H -2.307377 1.299299 0.950743 1.899 -0.129 1.226
H -1.112946 2.381603 1.854722 0.536 -0.171 -1.066
H 1.064251 2.347362 -1.242671 1.636 0.685 0.841
H -0.610513 2.545691 -1.405140 -0.792 0.356 -0.034
H 0.389046 1.904278 -2.772281 -0.335 0.467 0.682
H -1.275431 -1.198997 1.183019 0.860 0.163 0.822

---

[2]
40
Properties=species:S:1:pos:R:3:forces:R:3 method="wB97M-V/def2-TZVPD" s2=0.754 spin_multiplicity=2 charge=0 e_lumo_ev="-0.574 / -0.574" largest_force_ev_per_a=1.06 e_homo_ev="-8.19 / -9.34"
O -0.659856 -3.907265 -3.616861 -0.114 -0.226 0.041
S 0.542723 -4.582143 -3.305767 -0.039 0.019 -0.054
O 1.499937 -4.857054 -4.310940 0.219 0.132 0.045
O 0.257760 -5.903665 -2.477597 -0.267 -0.054 -0.078
C 1.055478 -5.971702 -1.291575 -0.172 0.365 0.052
C 1.218631 -4.499860 -0.886785 -0.363 -0.147 0.554
I -0.469541 -3.858905 0.327842 0.110 -0.029 -0.180
I 3.015782 -4.180895 0.196559 0.122 0.010 -0.035
O 1.251198 -3.790846 -2.081828 0.328 0.229 -0.261
H 2.024873 -6.423812 -1.487990 0.018 -0.104 -0.182
H 0.475054 -6.524443 -0.566341 0.132 -0.167 0.132
C 1.735488 1.811508 0.003559 -0.027 -0.011 0.182
C 0.357152 1.109081 -0.127895 0.767 0.159 -0.118
C -0.577626 1.842202 -1.103344 -0.332 0.109 -0.010
C -1.283333 3.076593 -0.542959 0.079 -0.029 0.058
C -1.936184 2.765017 0.802117 -0.101 0.004 -0.290
C -0.941414 2.191868 1.808993 0.325 0.452 0.463
N -0.300428 0.977322 1.210206 -0.898 -0.101 -0.551
O -1.056714 -0.058079 1.294538 0.290 -0.078 0.241
C 0.082070 3.271390 2.194972 0.059 -0.062 -0.058
C -1.651344 1.776511 3.089893 -0.152 -0.130 0.043
C 0.612343 -0.284649 -0.681951 -0.049 -0.235 -0.069
H 1.906087 2.232923 0.988513 -0.035 -0.024 -0.025
H 2.542321 1.096283 -0.153359 -0.039 -0.051 -0.091
H 1.855692 2.610702 -0.728720 -0.041 0.014 -0.007
H -1.346656 1.136884 -1.432243 0.012 -0.050 0.086
H -0.001435 2.107303 -1.991254 0.026 -0.035 -0.033
H -0.589669 3.916804 -0.453740 0.032 -0.026 0.056
H -2.051123 3.394799 -1.250305 0.019 0.025 -0.027
H -2.387417 3.663506 1.228373 0.007 0.023 0.025
H -2.746429 2.045416 0.650537 0.057 -0.074 0.042
H 0.830522 2.870761 2.880041 -0.003 -0.016 0.004
H -0.441112 4.079734 2.705835 -0.068 -0.033 0.039
H 0.595936 3.715515 1.347015 -0.034 -0.006 -0.011
H -2.463508 1.079267 2.898758 0.052 -0.012 -0.033
H -2.066089 2.663284 3.569063 0.021 0.058 -0.006
H -0.953422 1.306964 3.784030 0.012 -0.015 -0.013
H 1.174139 -0.891400 0.030213 0.009 0.026 0.012
H 1.199679 -0.198423 -1.597384 0.040 0.078 -0.009
H -0.309564 -0.808495 -0.922217 -0.003 0.008 0.067